(1)
Formula: C9H15N2O3P
Source: the OMol25 dataset
Level of theory: ωB97M-V with the def2-TZVPD basis set

Kohn-Sham gap: 10.21 eV

```
30
Properties=species:S:1:pos:R:3:forces:R:3
C 2.4663 -2.8283 1.8919 -1.4 0.6 -0.5
C 1.1658 -2.4429 2.2741 -0.3 -0.5 0.7
C 3.1546 -1.9228 1.1007 0.6 0.1 -0.1
C 0.6698 -1.1785 1.8906 -1.3 -0.8 2.1
C 2.5073 -0.7348 0.7059 1.7 -0.1 -1.8
C -1.6848 3.4837 0.5764 0.9 1.0 1.0
C -1.7993 -0.5830 -2.9811 -1.2 0.0 0.2
C -1.7867 1.9820 0.4084 -0.7 1.9 -0.6
C -0.4918 -1.0704 -2.3156 -0.2 0.0 -2.2
N -0.6767 1.3235 0.9323 1.4 -1.1 1.3
N 1.2945 -0.3670 1.0739 1.0 -0.2 -0.2
O 1.1964 1.6252 -1.0345 0.8 -0.2 -0.5
O -1.4843 1.7574 -0.9742 1.0 -1.0 0.1
O -0.4032 -0.5173 -1.0479 1.0 1.5 2.5
P -0.0081 0.9890 -0.5402 -2.7 -0.7 -0.6
H 2.8335 -3.8340 2.0818 0.1 0.3 0.2
H 0.5485 -3.1550 2.9004 0.7 1.2 -0.8
H 4.1915 -2.1775 0.7857 -1.0 0.5 0.0
H -0.2578 -0.7319 2.3567 0.8 -1.1 -0.8
H 2.9664 -0.1046 -0.1034 -0.3 -0.4 1.1
H -2.5642 4.0699 0.5432 -1.3 0.3 -1.1
H -1.2909 3.9518 1.4799 0.2 -1.1 1.0
H -0.8906 3.8080 -0.0950 -0.5 0.1 -0.6
H -1.8759 -0.7145 -4.0876 0.7 0.4 0.7
H -2.6454 -1.2602 -2.6496 0.7 1.1 0.2
H -1.9546 0.5051 -2.6364 -0.1 -1.8 -0.9
H -2.6798 1.4637 0.7272 -0.8 0.3 -0.2
H -0.3240 1.5904 1.8455 0.4 -0.4 -0.6
H 0.3728 -0.7590 -2.9775 -0.6 -0.6 0.9
H -0.5492 -2.1681 -2.1312 0.5 0.7 -0.5
```
Forces are in eV/Å.

Okay, here come the natural (NBO) numbers, in e, for every atom: atom 1 (C): -0.17, atom 2 (C): -0.26, atom 3 (C): -0.26, atom 4 (C): 0.05, atom 5 (C): 0.06, atom 6 (C): -0.67, atom 7 (C): -0.66, atom 8 (C): 0.24, atom 9 (C): -0.05, atom 10 (N): -0.99, atom 11 (N): -0.48, atom 12 (O): -1.08, atom 13 (O): -0.79, atom 14 (O): -0.83, atom 15 (P): 2.49, atom 16 (H): 0.22, atom 17 (H): 0.23, atom 18 (H): 0.23, atom 19 (H): 0.21, atom 20 (H): 0.22, atom 21 (H): 0.22, atom 22 (H): 0.21, atom 23 (H): 0.24, atom 24 (H): 0.21, atom 25 (H): 0.20, atom 26 (H): 0.26, atom 27 (H): 0.17, atom 28 (H): 0.42, atom 29 (H): 0.18, atom 30 (H): 0.19

***

(2)
Formula: C9H15N3O2S
Source: the OMol25 dataset
Level of theory: ωB97M-V with the def2-TZVPD basis set

Net charge: +2
Kohn-Sham gap: 7.57 eV

```
30
Properties=species:S:1:pos:R:3:forces:R:3
C -3.7809 0.0266 -0.2323 0.6 -0.3 -0.1
C -4.6282 -0.6199 -1.2732 1.9 -1.4 -2.0
C -5.0587 0.6660 0.2431 0.9 -1.2 1.6
C 0.3331 -0.8339 0.4231 -0.6 -1.8 2.1
C 3.1331 0.7223 0.8435 -1.6 -2.3 -0.2
C 3.3232 0.4346 -1.6349 0.4 0.7 -1.6
C -1.6870 0.3299 0.9225 -0.5 -4.4 1.7
C 1.5392 -0.8903 -0.4588 2.3 1.8 0.0
C 2.3416 0.4424 -0.4717 1.0 0.0 -0.1
N -2.5478 -0.2003 -0.0409 -2.1 0.4 -2.2
N -5.3372 1.8814 0.5648 -4.3 -0.8 -1.2
N 2.4604 -2.0424 0.0012 -0.2 1.3 1.6
O 0.0745 -1.7646 1.1687 0.4 0.5 -0.7
O -0.3534 0.2928 0.4193 -0.3 1.2 -0.8
S -6.0451 -0.6651 -0.4682 -0.6 1.6 1.2
H 2.3488 0.8879 1.5393 -0.7 0.5 1.2
H 3.6722 1.6487 0.7683 0.9 -0.2 0.1
H 3.5948 -0.2363 1.2722 0.4 1.8 -0.8
H 3.0097 0.6162 -2.7003 -0.6 0.3 1.2
H 4.1470 1.1477 -1.4571 -0.3 -0.4 0.0
H 3.7386 -0.5400 -1.7935 0.8 -0.8 0.4
H -2.0179 1.2868 1.1565 0.5 1.9 1.0
H -1.8538 -0.5030 1.7481 0.9 2.1 -0.7
H 1.2777 -1.0140 -1.4732 -0.6 -0.6 -1.1
H 1.5917 1.2188 -0.5741 0.0 0.2 -0.2
H -4.6712 2.6026 0.6332 0.8 1.1 0.1
H -6.3909 2.0939 0.4567 2.3 0.4 0.6
H 1.9316 -2.1760 0.9293 1.6 -0.6 -0.5
H 3.5568 -1.9421 -0.0045 -2.7 0.5 0.4
H 2.2981 -2.8707 -0.5072 -0.5 -1.4 -1.0
```
Forces are in eV/Å.

Okay, here come the natural (NBO) numbers, in e, for every atom: atom 1 (C): 0.08, atom 2 (C): -0.11, atom 3 (C): 0.16, atom 4 (C): 0.79, atom 5 (C): -0.61, atom 6 (C): -0.64, atom 7 (C): 0.04, atom 8 (C): -0.14, atom 9 (C): -0.22, atom 10 (N): -0.26, atom 11 (N): -0.66, atom 12 (N): -0.72, atom 13 (O): -0.57, atom 14 (O): -0.47, atom 15 (S): 0.69, atom 16 (H): 0.21, atom 17 (H): 0.26, atom 18 (H): 0.19, atom 19 (H): 0.25, atom 20 (H): 0.25, atom 21 (H): 0.19, atom 22 (H): 0.21, atom 23 (H): 0.26, atom 24 (H): 0.27, atom 25 (H): 0.24, atom 26 (H): 0.45, atom 27 (H): 0.46, atom 28 (H): 0.48, atom 29 (H): 0.49, atom 30 (H): 0.44

***

(3)
Formula: C9H15N3O6
Source: the OMol25 dataset
Level of theory: ωB97M-V with the def2-TZVPD basis set

Kohn-Sham gap: 10.02 eV
Structure (SMILES): NC(=O)CC[C@H](NC(=O)[C@@H](N)CC(=O)O)C(=O)O

```
33
Properties=species:S:1:pos:R:3:forces:R:3
C -2.7424 -0.2212 0.2041 0.4 0.1 0.3
C -1.6037 0.5485 0.8913 -0.4 0.0 0.2
C -2.2498 -1.1543 -0.9054 -0.6 0.0 -0.3
C -1.0517 -1.9420 -0.4709 0.5 -0.5 0.6
C 0.5359 1.6698 0.6015 -0.5 0.4 -0.6
C 1.0418 2.6394 -0.4554 -0.2 -0.1 -0.9
C 1.5681 0.6301 0.9968 0.6 -0.6 0.4
C 2.1120 -0.1431 -0.2201 0.1 0.6 -0.2
C 2.8757 -1.4010 0.1160 0.3 0.0 0.1
H -4.2368 1.1744 0.4576 0.3 -0.3 -0.3
H -3.4122 1.3264 -0.9480 -0.2 -0.2 0.1
H -3.1430 -0.8219 1.0079 -0.2 -0.2 0.2
H -2.0341 -0.6325 -1.8538 0.0 -0.1 0.4
H -3.0810 -1.8498 -1.1404 0.5 0.2 0.1
H 0.5448 -2.7443 -1.1546 -0.5 0.2 0.0
H -0.7726 1.0875 -0.9469 0.0 -0.1 0.0
H 0.2573 2.2581 1.4740 0.0 0.0 0.1
H 1.0909 -0.0457 1.7322 0.2 0.3 -0.4
H 2.4058 1.1236 1.5028 -0.2 -0.1 0.0
H 2.7855 0.5158 -0.7909 -0.1 -0.3 0.2
H 1.2915 -0.4086 -0.8834 -0.2 0.0 -0.1
H 2.6354 -3.2600 0.8174 -0.4 0.2 -0.1
H 1.1532 -2.3575 0.8216 0.2 0.0 0.0
H 2.3011 3.9869 -0.7806 -0.2 -0.4 0.5
N -3.7964 0.6400 -0.2971 -0.2 0.6 -0.1
N -0.6588 1.0496 0.0534 0.4 0.1 0.5
N 2.0858 -2.4939 0.4325 0.6 -0.1 0.1
O -1.5845 0.7149 2.1030 0.2 -0.1 -0.7
O -0.7943 -2.2339 0.6882 -0.3 0.4 -1.0
O -0.2690 -2.3022 -1.4986 0.3 -0.1 0.2
O 0.6091 2.7074 -1.5904 0.2 -0.1 0.8
O 4.0914 -1.4660 0.0657 -0.6 -0.1 0.0
O 2.0449 3.4058 -0.0292 0.2 0.4 -0.3
```
Forces are in eV/Å.

Okay, here come the natural (NBO) numbers, in e, for every atom: atom 1 (C): -0.14, atom 2 (C): 0.68, atom 3 (C): -0.53, atom 4 (C): 0.81, atom 5 (C): -0.16, atom 6 (C): 0.80, atom 7 (C): -0.39, atom 8 (C): -0.52, atom 9 (C): 0.68, atom 10 (H): 0.38, atom 11 (H): 0.35, atom 12 (H): 0.23, atom 13 (H): 0.23, atom 14 (H): 0.27, atom 15 (H): 0.52, atom 16 (H): 0.42, atom 17 (H): 0.26, atom 18 (H): 0.24, atom 19 (H): 0.23, atom 20 (H): 0.24, atom 21 (H): 0.22, atom 22 (H): 0.40, atom 23 (H): 0.42, atom 24 (H): 0.50, atom 25 (N): -0.81, atom 26 (N): -0.65, atom 27 (N): -0.89, atom 28 (O): -0.62, atom 29 (O): -0.63, atom 30 (O): -0.69, atom 31 (O): -0.61, atom 32 (O): -0.59, atom 33 (O): -0.67

***

(4)
Formula: C9H15N3S
Source: the OMol25 dataset
Level of theory: ωB97M-V with the def2-TZVPD basis set

Spin multiplicity: 3
Kohn-Sham gap (alpha / beta): 5.72 / 6.13 eV
⟨S²⟩: 2.057

```
28
Properties=species:S:1:pos:R:3:forces:R:3
C 3.4731 1.8147 0.4857 1.9 2.3 0.8
C 3.5227 0.3911 0.3442 -0.9 -3.6 -1.0
C 2.5558 2.5059 -0.2313 0.2 3.8 2.0
C 2.5462 -0.2727 -0.4552 -1.3 2.3 0.2
C 1.5637 1.9582 -0.9411 -0.8 0.6 -0.8
C 1.6199 0.5633 -1.0809 -1.0 -6.4 -1.6
C -2.7179 -1.5951 -0.0405 3.0 -2.5 -4.4
C -1.3092 -0.4105 1.6503 -1.5 1.4 -1.2
C -1.3357 -0.9317 0.2013 1.0 -1.2 1.3
N -0.0069 -1.8367 -2.4360 0.6 -2.8 2.1
N -0.7114 0.4263 -3.2575 0.2 1.5 1.3
N -1.0801 0.0489 -0.8099 -1.6 1.9 1.2
S -0.1338 -0.3808 -2.1252 1.3 3.1 1.4
H 4.2840 2.3069 1.1006 -1.3 -0.4 -0.8
H 4.2574 -0.1843 0.8412 0.6 -0.4 0.4
H 2.4266 3.5775 0.0113 0.5 -0.4 -0.4
H 2.3518 -1.3259 -0.4191 0.5 -0.5 -0.3
H 0.7365 2.4437 -1.3592 -0.8 1.1 -0.4
H -3.5519 -0.9683 0.0072 -1.1 1.3 0.2
H -2.5190 -1.9114 -1.1862 -1.2 0.8 2.1
H -2.9503 -2.5773 0.3509 0.3 0.0 1.0
H -2.2876 0.1446 1.7613 1.2 -0.1 0.2
H -0.4692 0.1548 1.9990 0.5 0.8 -0.4
H -1.3522 -1.1826 2.3498 -0.4 -1.8 0.9
H -0.4295 -1.5869 0.0377 -1.4 -0.3 0.7
H 0.2336 -2.5236 -1.6407 -0.3 1.7 -1.7
H -0.7279 -0.0553 -4.1147 0.3 -0.7 -1.2
H -1.6329 0.9433 -0.6092 1.4 -1.5 -1.6
```
Forces are in eV/Å.

Okay, here come the natural (NBO) numbers, in e, for every atom: atom 1 (C): -0.16, atom 2 (C): -0.20, atom 3 (C): -0.25, atom 4 (C): -0.32, atom 5 (C): -0.26, atom 6 (C): -0.04, atom 7 (C): -0.64, atom 8 (C): -0.62, atom 9 (C): -0.05, atom 10 (N): -1.14, atom 11 (N): -1.15, atom 12 (N): -0.91, atom 13 (S): 1.96, atom 14 (H): 0.21, atom 15 (H): 0.20, atom 16 (H): 0.22, atom 17 (H): 0.22, atom 18 (H): 0.22, atom 19 (H): 0.21, atom 20 (H): 0.22, atom 21 (H): 0.22, atom 22 (H): 0.20, atom 23 (H): 0.22, atom 24 (H): 0.22, atom 25 (H): 0.19, atom 26 (H): 0.39, atom 27 (H): 0.39, atom 28 (H): 0.43

***

(5)
Formula: C9H15NO
Source: the OMol25 dataset
Level of theory: ωB97M-V with the def2-TZVPD basis set

Kohn-Sham gap: 8.33 eV
Structure (SMILES): CN1[C@@H]2CCC[C@H]1CC(=O)C2

```
26
Properties=species:S:1:pos:R:3:forces:R:3
C 0.6972 1.2356 1.2821 0.6 0.6 -1.7
C -1.0089 0.0338 0.1101 -5.1 1.7 0.5
C -1.4989 -1.2172 0.9101 -5.6 2.0 1.6
C -0.6542 -2.1369 0.2608 3.8 -5.9 -3.8
C 0.9455 -1.7162 0.0797 2.9 -5.3 1.3
C 1.0175 -0.3678 -0.6874 -1.4 -1.1 2.0
C 1.5918 0.8678 -1.2278 -0.8 1.4 0.7
C 0.2912 2.0240 -1.1991 -1.8 -1.8 -0.1
C -1.2023 1.4394 -0.4079 -1.6 4.6 3.3
H -0.1673 1.4116 1.9204 0.3 1.0 -0.1
H 1.3848 0.7084 1.8635 1.8 0.0 1.5
H 1.2657 2.1135 0.6818 -1.7 -1.2 2.1
H -1.3758 -0.2263 -0.8535 1.3 -2.1 -1.3
H -2.6064 -1.6038 0.5627 2.2 1.3 1.2
H -1.4504 -1.1910 2.0736 0.0 0.1 -2.1
H -0.7766 -2.1894 -0.8985 -1.0 -0.1 1.9
H -0.9129 -3.3486 0.5875 1.5 3.5 -0.6
H 1.5171 -2.7920 -0.2836 -1.5 2.8 0.2
H 1.3651 -1.5878 1.0966 0.1 -0.1 -0.6
H 0.3645 -0.5997 -1.5117 -0.8 0.0 -0.4
H 2.1648 0.6786 -2.0493 0.7 0.1 -3.3
H 2.2741 1.3889 -0.6524 1.5 0.9 1.7
H -2.1183 1.5298 -0.8758 -1.4 0.0 -3.0
H -1.7047 2.2311 0.3730 2.6 -0.9 -0.9
N 0.2666 0.1714 0.4401 2.9 -0.5 -0.4
O 0.3307 3.1428 -1.5950 0.4 -0.9 0.2
```
Forces are in eV/Å.

Okay, here come the natural (NBO) numbers, in e, for every atom: atom 1 (C): -0.41, atom 2 (C): -0.12, atom 3 (C): -0.43, atom 4 (C): -0.39, atom 5 (C): -0.35, atom 6 (C): -0.10, atom 7 (C): -0.46, atom 8 (C): 0.65, atom 9 (C): -0.50, atom 10 (H): 0.23, atom 11 (H): 0.20, atom 12 (H): 0.18, atom 13 (H): 0.21, atom 14 (H): 0.21, atom 15 (H): 0.22, atom 16 (H): 0.20, atom 17 (H): 0.23, atom 18 (H): 0.17, atom 19 (H): 0.20, atom 20 (H): 0.18, atom 21 (H): 0.23, atom 22 (H): 0.21, atom 23 (H): 0.21, atom 24 (H): 0.21, atom 25 (N): -0.47, atom 26 (O): -0.52

***

(6)
Formula: C9H15NO2
Source: the OMol25 dataset
Level of theory: ωB97M-V with the def2-TZVPD basis set

Kohn-Sham gap: 10.25 eV
Structure (SMILES): C=CC1(OC(N)=O)CCCCC1

```
27
Properties=species:S:1:pos:R:3:forces:R:3
O -2.2972 0.9180 1.4567 1.5 -0.4 -0.5
O -0.4046 -0.3663 1.3492 0.2 -0.2 1.4
C -1.4369 0.2132 1.9904 -3.3 1.9 -1.2
C -2.6244 -0.3487 -1.2978 3.4 -1.9 1.9
C -1.5408 -1.0390 -0.7421 -3.0 1.8 -1.2
N -1.6320 0.0009 3.3310 1.8 -1.8 0.2
C 2.4346 0.6249 -0.9633 -0.1 -0.9 0.9
C 1.3554 1.5552 -0.4909 -0.4 0.7 -0.5
C 2.2668 -0.6925 -0.1950 -0.2 -0.3 -0.8
C -0.0691 0.9846 -0.7474 1.2 0.4 1.2
C 0.8617 -1.2940 -0.4826 1.2 0.9 1.0
C -0.3192 -0.3868 -0.0978 -0.3 -0.1 -1.5
H -3.3940 -0.9093 -1.7651 -0.6 -0.4 -0.4
H -2.7283 0.7185 -1.2245 0.1 0.2 0.0
H -1.5458 -2.1299 -0.8407 0.1 0.3 0.2
H -2.5510 0.2648 3.7051 0.9 -0.3 -0.6
H -1.1910 -0.8725 3.6369 -0.5 0.7 0.4
H 2.3172 0.4160 -2.0302 0.2 0.1 -0.1
H 3.4246 1.0199 -0.7466 0.1 0.2 -0.3
H 1.5149 1.8273 0.5586 -0.2 -0.3 0.1
H 1.4875 2.5108 -1.0156 -0.4 -0.1 0.0
H 3.0583 -1.3659 -0.5356 -0.2 -0.3 0.1
H 2.4248 -0.5589 0.8669 -0.1 0.2 0.4
H -0.2509 0.8518 -1.7977 0.1 0.0 -0.6
H -0.7562 1.7186 -0.3822 -0.7 0.3 0.2
H 0.7677 -2.2454 0.0107 -0.2 -0.5 0.1
H 0.8279 -1.4154 -1.5505 -0.3 -0.3 -0.5
```
Forces are in eV/Å.

Okay, here come the natural (NBO) numbers, in e, for every atom: atom 1 (O): -0.67, atom 2 (O): -0.53, atom 3 (C): 0.89, atom 4 (C): -0.34, atom 5 (C): -0.22, atom 6 (N): -0.84, atom 7 (C): -0.40, atom 8 (C): -0.40, atom 9 (C): -0.40, atom 10 (C): -0.44, atom 11 (C): -0.40, atom 12 (C): 0.22, atom 13 (H): 0.19, atom 14 (H): 0.21, atom 15 (H): 0.20, atom 16 (H): 0.42, atom 17 (H): 0.39, atom 18 (H): 0.19, atom 19 (H): 0.21, atom 20 (H): 0.20, atom 21 (H): 0.21, atom 22 (H): 0.20, atom 23 (H): 0.20, atom 24 (H): 0.22, atom 25 (H): 0.24, atom 26 (H): 0.21, atom 27 (H): 0.21

***

Record order is preserved below.
Calculated total energy: -1028.5454 -1064.0696 -967.7651 -914.0297 -481.5232 -557.1652 Eh